Computed, not measured: 2 unconnected molecules or ions with the total composition C6H9NO, with ωB97M-V/def2-TZVPD.

```
! wB97M-V def2-TZVPD RIJCOSX def2/J DEFGRID3
* xyz 0 1
C -4.118 1.370 -2.092
C -3.409 0.073 -2.282
C -1.951 0.144 -2.650
N -4.009 -1.027 -2.139
O -1.278 -0.834 -2.834
H -3.413 -1.841 -2.296
H -1.534 1.165 -2.740
H -3.638 1.941 -1.298
H -4.066 1.957 -3.008
H -5.156 1.187 -1.834
C 4.441 -1.498 3.503
C 4.763 -0.120 3.209
C 5.030 1.021 2.970
H 5.313 -2.128 3.332
H 3.628 -1.835 2.859
H 4.132 -1.595 4.544
H 5.266 2.021 2.757
*
```

Its HOMO energy is -10.01 eV. The SMILES is [H]/N=C(/C)C=O.C#CC. Its HOMO-LUMO gap is 9.80 eV. As for the relative energy (zero: lowest compared OMol25 entry of this formula, charge and spin): 2.952 eV.

natural (NBO) population analysis, charges in e, atoms 1 to 8: -0.67 0.16 0.37 -0.54 -0.48 0.35 0.11 0.23

=====

Computed, not measured: C5H8O2S in the gas phase at a distorted geometry, with ωB97M-V/def2-TZVPD.

```
! wB97M-V def2-TZVPD RIJCOSX def2/J DEFGRID3
* xyz 0 1
C -1.414 -0.340 0.388
C -1.203 1.148 0.471
C 1.055 1.539 -0.074
C 1.795 0.455 0.073
C -0.210 -1.153 0.935
H -1.104 -0.490 -1.512
H -2.298 -0.591 1.011
H -0.872 1.494 1.442
H -2.104 1.730 0.257
H 1.383 2.555 0.164
H 2.722 0.496 0.552
H -0.515 -2.176 1.119
H 0.198 -0.688 1.859
O -1.824 -0.772 -0.891
O -0.245 1.536 -0.489
S 1.188 -1.146 -0.288
*
```

Its HOMO energy is -8.95 eV. The SMILES is O[C@@H]1COC=CSC1. Its HOMO-LUMO gap is 9.78 eV. As for the relative energy (zero: lowest compared OMol25 entry of this formula, charge and spin): 1.373 eV.

natural (NBO) population analysis, charges in e, atoms 1 to 8: 0.05 -0.09 0.15 -0.44 -0.53 0.48 0.19 0.18

=====

Computed, not measured: 12 unconnected molecules or ions with the total composition C31H86O17 at a distorted geometry, with ωB97M-V/def2-TZVPD.

```
! wB97M-V def2-TZVPD RIJCOSX def2/J DEFGRID3
* xyz 0 1
C 4.456 -3.397 -0.827
C 4.229 -4.849 -1.192
C 2.746 -5.276 -0.954
O 4.604 -5.015 -2.531
H 3.642 -2.725 -1.140
H 5.414 -2.986 -1.135
H 4.642 -3.360 0.242
H 4.866 -5.467 -0.496
H 2.548 -5.119 0.114
H 2.667 -6.376 -1.138
H 2.071 -4.754 -1.575
H 4.323 -5.882 -2.834
C 6.035 1.840 1.610
C 4.567 1.887 1.154
C 4.257 0.592 0.378
O 3.741 1.979 2.323
H 6.371 2.740 2.118
H 6.743 1.661 0.789
H 6.056 1.019 2.304
H 4.349 2.750 0.532
H 4.455 -0.297 1.014
H 4.869 0.451 -0.494
H 3.203 0.620 0.121
H 3.381 2.891 2.336
C -3.076 -1.666 3.618
C -2.303 -2.614 4.516
C -2.988 -3.965 4.440
O -0.988 -2.666 4.104
H -3.094 -2.064 2.595
H -2.622 -0.702 3.585
H -4.125 -1.653 4.009
H -2.318 -2.261 5.555
H -3.128 -4.286 3.382
H -4.031 -3.812 4.750
H -2.453 -4.744 5.003
H -0.467 -3.275 4.627
C -2.466 0.887 -3.093
C -1.398 1.987 -3.413
C -0.384 1.560 -4.481
O -2.105 3.157 -3.976
H -2.084 0.083 -2.422
H -2.808 0.423 -4.021
H -3.332 1.383 -2.601
H -0.922 2.320 -2.501
H 0.477 2.205 -4.581
H -0.932 1.519 -5.428
H 0.054 0.565 -4.326
H -2.515 3.797 -3.383
C 1.935 3.772 -2.229
C 2.714 5.026 -2.661
C 2.117 5.776 -3.806
O 2.799 6.001 -1.602
H 2.317 3.365 -1.272
H 2.062 2.979 -2.975
H 0.867 3.968 -2.098
H 3.742 4.702 -2.965
H 2.785 6.629 -4.015
H 1.113 6.141 -3.609
H 2.050 5.098 -4.668
H 3.456 5.779 -0.908
C -4.549 -0.643 -0.915
C -5.294 -1.182 0.300
C -5.923 -0.077 1.104
O -6.228 -2.215 -0.095
H -3.775 0.040 -0.550
H -5.205 0.009 -1.542
H -4.133 -1.409 -1.585
H -4.620 -1.719 0.986
H -5.174 0.670 1.400
H -6.341 -0.468 2.038
H -6.735 0.418 0.552
H -6.950 -1.787 -0.577
C 0.688 -1.417 1.145
C -0.241 -0.675 0.224
C 0.551 0.398 -0.518
O -0.908 -1.491 -0.684
H 1.209 -0.830 1.883
H 1.527 -1.839 0.615
H 0.129 -2.245 1.606
H -0.929 -0.094 0.844
H 1.090 0.965 0.216
H -0.094 1.028 -1.083
H 1.297 -0.040 -1.183
H -1.369 -2.269 -0.268
C 1.235 0.630 4.588
C 1.572 1.055 6.068
O 1.874 -0.124 6.801
O 2.266 -0.193 4.045
H 1.104 1.507 3.989
H 0.343 -0.003 4.609
H 0.835 1.648 6.605
H 2.524 1.618 6.055
H 1.662 -0.953 6.292
H 2.905 0.431 3.653
C 1.469 5.069 1.378
C 0.582 3.881 1.770
O 0.479 3.710 3.178
O 2.838 4.775 1.689
H 1.193 5.991 1.873
H 1.515 5.211 0.285
H 0.983 2.995 1.235
H -0.417 3.950 1.324
H 1.397 3.596 3.519
H 3.139 5.341 2.400
C -2.070 -4.657 -2.045
C -2.567 -4.732 -0.647
O -1.889 -3.755 0.233
O -0.777 -5.206 -2.236
H -2.152 -3.606 -2.437
H -2.746 -5.253 -2.712
H -2.352 -5.732 -0.276
H -3.613 -4.420 -0.650
H -2.074 -4.064 1.129
H -0.077 -4.554 -1.916
C 0.535 -2.493 -3.693
C 0.749 -3.659 -4.731
O -0.217 -4.669 -4.728
O 0.775 -2.930 -2.308
H -0.494 -2.047 -3.759
H 1.229 -1.649 -3.956
H 1.756 -4.064 -4.523
H 0.758 -3.167 -5.678
H -0.275 -5.028 -3.839
H 0.283 -2.305 -1.748
C -4.195 3.330 0.180
C -2.699 3.173 0.406
O -1.968 3.693 -0.660
O -4.380 4.670 -0.315
H -4.760 3.185 1.083
H -4.524 2.763 -0.669
H -2.467 2.118 0.458
H -2.473 3.683 1.368
H -2.436 4.501 -0.892
H -4.586 5.267 0.421
*
```

Its HOMO energy is -9.45 eV. The SMILES is CC(C)O.CC(C)O.CC(C)O.CC(C)O.CC(C)O.CC(C)O.CC(C)O.OCCO.OCCO.OCCO.OCCO.OCCO. Its HOMO-LUMO gap is 9.61 eV. As for the relative energy (zero: lowest compared OMol25 entry of this formula, charge and spin): 1.545 eV.

Löwdin population analysis, charges in e, atoms 1 to 8: -0.07 -0.50 -0.04 -0.04 0.08 0.07 0.07 0.14

=====

Computed, not measured: 2 unconnected molecules or ions with the total composition C5H8N3OS at a distorted geometry, with ωB97M-V/def2-TZVPD.

```
! wB97M-V def2-TZVPD RIJCOSX def2/J DEFGRID3
* xyz 1 1
C 2.586 1.260 -0.171
C 1.546 1.730 0.623
C 2.536 -0.038 -0.707
C -0.757 -1.179 0.468
C 0.552 -0.376 0.313
N 1.480 -0.771 -0.462
N -0.793 -2.313 -0.328
N 0.554 0.862 0.889
O -1.763 -0.812 1.097
S -3.342 0.458 -0.669
H 3.441 1.774 -0.423
H 1.459 2.690 1.119
H 3.365 -0.389 -1.266
H -1.619 -2.902 -0.215
H -0.121 -2.358 -1.055
H -4.412 0.995 -1.263
H -0.280 1.249 1.340
H -3.594 -0.799 -0.796
*
```

Its HOMO energy is -12.25 eV. Its HOMO-LUMO gap is 6.62 eV. As for the relative energy (zero: lowest compared OMol25 entry of this formula, charge and spin): 0.060 eV.

natural (NBO) population analysis, charges in e, atoms 1 to 8: -0.25 0.14 0.18 0.60 0.40 -0.41 -0.78 -0.43